(1)
Below is a 2-piece molecular cluster, C3H12N2S overall at a distorted geometry, with properties calculated with ωB97M-V with the def2-TZVPD basis set.

Geometry as XYZ:
```
18
Properties=species:S:1:pos:R:3
C -0.354 0.072 0.718
C -1.275 -0.958 1.383
N -0.818 -2.313 1.088
N -1.022 1.376 0.732
H 0.616 0.007 1.225
H -0.236 -0.262 -0.314
H -1.322 -0.704 2.452
H -2.271 -0.832 0.961
H -1.436 -2.993 1.502
H 0.076 -2.448 1.541
H -1.068 1.671 1.703
H -0.466 2.083 0.271
C 1.702 1.359 -2.051
S 2.072 -0.426 -2.334
H 2.243 1.668 -1.160
H 2.022 1.925 -2.917
H 0.641 1.453 -1.856
H 0.898 -0.678 -2.946
```

* energy above the lowest of the compared OMol25 structures with the same formula, charge and spin: 6.0 kcal per mole
* SMILES: NCCN.CS
* HOMO level: -9.0 eV
* frontier orbital gap: 9.94 eV
* total charge: 0

(2)
Below is a 3-piece molecular cluster, C3H12N2S overall at a distorted geometry, with properties calculated with ωB97M-V with the def2-TZVPD basis set.

Geometry as XYZ:
```
18
Properties=species:S:1:pos:R:3
C 0.690 2.935 -0.720
S 0.339 1.289 -2.099
H 1.137 3.717 -1.354
H -0.277 3.256 -0.307
H 1.410 2.491 -0.016
N -1.883 -0.091 0.670
C -0.938 -1.272 0.532
C 0.530 -0.944 0.725
N 1.334 -2.289 0.540
H -1.602 0.571 -0.084
H -0.739 0.035 -1.271
H -2.795 -0.426 0.432
H -1.260 -1.993 1.293
H -1.021 -1.772 -0.459
H 0.713 -0.131 0.018
H 0.710 -0.592 1.749
H 1.318 -2.655 -0.426
H 2.334 -2.128 0.778
```

* energy above the lowest of the compared OMol25 structures with the same formula, charge and spin: 75.4 kcal per mole
* HOMO level: -9.1 eV
* frontier orbital gap: 8.89 eV
* total charge: 0

(3)
Below is a 2-piece molecular cluster, C3H12N3 overall at a distorted geometry, with properties calculated with ωB97M-V with the def2-TZVPD basis set.

Geometry as XYZ:
```
18
Properties=species:S:1:pos:R:3
C -1.613 -1.079 -1.133
C 1.080 1.083 0.874
C 0.542 0.869 -0.594
N -1.286 -1.034 0.353
N 1.389 1.205 -1.464
N 0.755 -0.165 1.620
H -2.574 -1.505 -1.460
H -1.736 -0.121 -1.434
H 2.187 1.355 0.712
H 0.534 1.948 1.277
H -0.890 -1.636 -1.437
H -0.091 -0.361 0.971
H -1.577 -1.982 0.508
H 1.053 1.233 -2.450
H 2.311 1.576 -1.377
H -1.906 -0.409 0.786
H 0.364 -0.042 2.569
H 1.457 -0.933 1.679
```

* energy above the lowest of the compared OMol25 structures with the same formula, charge and spin: 107.1 kcal per mole
* HOMO level: -12.3 eV
* frontier orbital gap: 9.23 eV
* total charge: +1

(4)
Below is a 2-piece molecular cluster, C3H12N3O overall at a distorted geometry, with properties calculated with ωB97M-V with the def2-TZVPD basis set.

Geometry as XYZ:
```
19
Properties=species:S:1:pos:R:3
N -1.311 -1.882 -1.114
C -2.246 -1.646 0.080
O -1.619 -1.285 1.197
H -0.573 -2.521 -0.836
H -1.820 -2.284 -1.895
H -2.923 -0.839 -0.288
H -2.876 -2.555 0.157
C 2.364 1.751 -0.468
N 1.471 0.598 -0.343
C 0.239 0.962 0.346
N 0.210 0.705 1.780
H 3.218 1.514 -1.105
H 1.864 2.632 -0.893
H 2.688 2.028 0.538
H 1.280 0.188 -1.247
H -0.568 0.362 -0.057
H -0.015 2.010 0.112
H -0.490 -0.058 1.981
H 1.107 0.319 2.057
```

* energy above the lowest of the compared OMol25 structures with the same formula, charge and spin: 15.4 kcal per mole
* HOMO level: -2.8 eV
* frontier orbital gap: 6.73 eV
* total charge: -1

(5)
Below is a 2-piece molecular cluster, C3H12N3O overall, with properties calculated with ωB97M-V with the def2-TZVPD basis set.

Geometry as XYZ:
```
19
Properties=species:S:1:pos:R:3
C 0.751 1.411 1.118
N 1.365 0.854 -0.131
C 2.043 1.921 -0.931
H 0.231 0.628 1.661
H 1.517 1.899 1.711
H 0.041 2.166 0.783
H 0.615 0.393 -0.695
H 2.026 0.121 0.136
H 1.257 2.542 -1.353
H 2.665 1.484 -1.703
H 2.637 2.525 -0.250
N -2.130 -0.880 0.818
C -1.079 -1.243 0.037
N -0.957 -0.597 -1.200
O -0.226 -2.026 0.398
H -2.881 -0.315 0.471
H -2.345 -1.499 1.577
H -0.507 -1.195 -1.876
H -1.793 -0.180 -1.576
```

* energy above the lowest of the compared OMol25 structures with the same formula, charge and spin: 12.7 kcal per mole
* HOMO level: -14.2 eV
* frontier orbital gap: 11.27 eV
* total charge: +1

(6)
Below is a 2-piece molecular cluster, C3H12N3O overall at a distorted geometry, with properties calculated with ωB97M-V with the def2-TZVPD basis set.

Geometry as XYZ:
```
19
Properties=species:S:1:pos:R:3
C -2.086 1.127 1.721
O -0.853 0.729 2.360
H -0.839 -0.153 2.656
H -2.144 0.721 0.703
H -1.981 2.188 1.683
H -2.933 0.798 2.330
C 0.346 -2.349 -0.734
C 0.739 0.127 -0.968
N 0.725 1.243 -0.310
N 0.474 -1.007 -0.247
N 1.138 0.032 -2.198
H 0.495 1.261 0.721
H 0.866 2.142 -0.747
H 0.586 -0.906 0.772
H 1.091 -0.865 -2.649
H 0.995 0.807 -2.867
H 1.216 -2.701 -1.333
H -0.561 -2.423 -1.370
H 0.237 -3.009 0.106
```

* ⟨S²⟩: 0.763
* energy above the lowest of the compared OMol25 structures with the same formula, charge and spin: 32.6 kcal per mole
* 2S+1: 2
* HOMO level (spin up / spin down): -19.8 / -18.4 eV
* frontier orbital gap (spin up / spin down): 11.93 / 4.10 eV
* total charge: +2